ORCA calculation (wB97M-V/def2-TZVPD) on an isolated molecule of C22H27N5O3S in a non-equilibrium geometry.

Properties
DFT total energy, Ha: -1752.3245
Lowest unoccupied orbital energy, eV: 0.42
SMILES string: CCCCn1c(SCC(=O)N2CCCc3ccccc32)nc2c1c(=O)n(C)c(=O)n2C
HOMO level, eV: -7.92
Strongest force on any atom, Eh/bohr: 0.02742
Orbital gap, eV: 8.3
Molar mass, g mol⁻¹: 441.56

Last column: natural (NBO) charge in e.
Cartesian coordinates (Å):
C  -3.295  -4.189  -2.206  -0.598
C  -3.398  -3.110  -1.135  -0.405
C  -2.419  -3.365  0.010  -0.402
C  -2.600  -2.368  1.156  -0.224
N  -2.381  -1.011  0.727  -0.321
C  -1.200  -0.413  0.461  0.228
N  -1.329  0.839  0.035  -0.547
C  -2.662  1.053  0.018  0.363
C  -3.352  -0.074  0.436  -0.094
C  -4.776  -0.109  0.520  0.653
O  -5.478  -1.035  0.882  -0.624
N  -5.339  1.109  0.119  -0.453
C  -4.680  2.253  -0.304  0.797
O  -5.278  3.259  -0.624  -0.641
N  -3.302  2.196  -0.346  -0.411
C  -2.541  3.350  -0.771  -0.412
H  -1.851  3.644  0.019  0.207
H  -1.970  3.106  -1.667  0.206
H  -3.244  4.153  -0.980  0.251
C  -6.791  1.162  0.168  -0.417
H  -7.127  0.979  1.189  0.212
H  -7.109  2.145  -0.167  0.245
H  -7.203  0.386  -0.477  0.212
S  0.316  -1.227  0.676  0.333
C  1.387  0.182  0.252  -0.621
H  1.081  0.557  -0.725  0.257
H  1.233  0.963  0.996  0.250
C  2.793  -0.387  0.268  0.685
O  2.955  -1.542  0.606  -0.602
N  3.790  0.460  -0.102  -0.441
C  5.136  0.021  -0.143  0.118
C  5.458  -1.284  -0.499  -0.193
C  6.776  -1.703  -0.491  -0.210
C  7.788  -0.826  -0.145  -0.212
C  7.475  0.484  0.168  -0.229
C  6.160  0.919  0.175  0.035
C  5.798  2.353  0.416  -0.437
C  4.728  2.702  -0.614  -0.399
C  3.485  1.868  -0.335  -0.204
H  2.986  2.275  0.553  0.194
H  2.792  1.950  -1.180  0.206
H  5.113  2.486  -1.613  0.211
H  4.459  3.758  -0.571  0.222
H  5.399  2.490  1.425  0.212
H  6.674  2.992  0.307  0.221
H  8.259  1.186  0.414  0.210
H  8.816  -1.155  -0.134  0.214
H  7.009  -2.721  -0.763  0.215
H  4.680  -1.977  -0.772  0.239
H  -3.622  -2.419  1.538  0.248
H  -1.890  -2.593  1.958  0.214
H  -1.392  -3.309  -0.358  0.207
H  -2.579  -4.367  0.410  0.210
H  -3.188  -2.137  -1.585  0.196
H  -4.414  -3.079  -0.738  0.213
H  -3.987  -3.987  -3.020  0.210
H  -3.533  -5.164  -1.787  0.201
H  -2.286  -4.228  -2.612  0.201